Record 1
Here is C12H15Br4NiO5S as an isolated structure at a distorted geometry from the OMol25 dataset. Energies are from wB97M-V/def2-TZVPD.

Cartesian coordinates (Å):
Ni: -0.277350 -0.894437 -1.117371
Br: 3.512650 -0.515337 4.636529
C: 2.960250 -0.679737 2.839529
C: 3.902750 -0.631037 1.817529
Br: 5.730250 -0.405137 2.230829
C: 3.496950 -0.752637 0.501029
Br: 4.741750 -0.658337 -0.914971
C: 2.155350 -0.938837 0.138829
O: 1.761350 -0.968037 -1.069271
C: 1.176050 -1.069137 1.218129
O: -0.041650 -1.317137 0.931129
C: 1.626950 -0.882537 2.529529
Br: 0.302150 -0.943637 3.874029
C: -3.356350 -1.082437 -1.441571
O: -2.104450 -0.607637 -1.701571
H: -4.097650 -0.523237 -2.046671
H: -3.654850 -0.957337 -0.384171
H: -3.487550 -2.156037 -1.689271
O: 1.086950 1.516763 0.565429
S: 0.000650 1.344763 -0.408671
C: -0.111050 3.021863 -1.229471
C: -1.331850 3.744163 -0.682171
C: -1.597250 3.157863 0.702829
C: -1.544650 1.658863 0.519029
H: -0.145250 2.869063 -2.303071
H: 0.816250 3.514663 -0.952071
H: -2.196650 3.558263 -1.322771
H: -1.176750 4.826763 -0.640271
H: -2.551950 3.494163 1.114129
H: -0.800050 3.457563 1.385829
H: -2.342150 1.284563 -0.117671
H: -1.501050 1.089263 1.442129
C: 0.042250 -3.967837 -1.174171
O: -0.226550 -2.969037 -2.141571
H: -0.267650 -4.949337 -1.546771
H: -0.445050 -3.750637 -0.217971
H: 1.120350 -3.966937 -1.023071
H: -1.175150 -2.952137 -2.321871

Force components x, y, z for each atom (eV/Å):
0.387 -0.884 0.513
-0.022 0.030 0.238
0.979 0.131 -0.202
-0.127 0.086 1.006
0.239 0.026 0.014
-0.623 -0.256 -0.598
0.042 0.043 -0.261
0.712 -0.074 2.246
-1.540 -0.179 -1.728
2.346 -0.014 0.502
-1.899 0.154 -1.789
-0.602 -0.391 -0.571
-0.221 0.006 0.109
-0.427 -0.059 0.035
1.393 0.260 -0.182
-0.009 -0.217 0.115
-0.002 -0.104 -0.041
-0.075 0.053 0.080
0.441 0.262 0.012
-0.730 1.661 0.994
-0.224 -0.580 -0.419
-0.204 0.068 0.165
0.050 0.202 -0.009
0.066 -0.105 -0.338
0.052 0.088 -0.177
0.161 -0.218 0.075
-0.009 -0.002 -0.015
0.053 -0.107 -0.064
0.044 -0.061 0.003
-0.032 0.048 0.081
-0.187 -0.084 -0.058
0.183 -0.217 -0.023
0.213 -0.433 0.386
-0.458 0.803 -0.067
0.025 0.023 0.058
0.064 -0.010 -0.097
-0.052 0.021 0.042
-0.007 0.029 -0.035

Results
- E_tot (eV) = -354973.929
- 2S+1 = 3
- lowest unoccupied orbital energy (spin up / spin down) (Eh) = 0.093 / 0.093
- orbital gap (spin up / spin down) (eV) = 5.903 / 5.896
- total charge = -1

Record 2
Here is a 5-piece molecular cluster, C12H15Cl16NO4S overall at a distorted geometry from the OMol25 dataset. Energies are from wB97M-V/def2-TZVPD.

Cartesian coordinates (Å):
C: -4.199842 -2.629978 2.469600
N: -3.367571 -2.730141 1.276228
C: -3.271870 -4.093459 0.743671
C: -3.708748 -1.769398 0.293452
O: -4.852460 -1.342348 0.144428
C: -2.574867 -1.208832 -0.555827
C: -1.188349 -1.747469 -0.202405
C: -0.490634 -0.946344 0.887529
C: 1.022609 -1.294091 0.944293
S: 1.396380 -2.877226 0.215534
O: 2.805766 -3.084711 0.109925
O: 0.688811 -3.857991 0.998016
O: 0.721014 -2.856789 -1.232597
C: -0.247373 -1.804539 -1.407144
H: -3.770837 -3.288557 3.220929
H: -4.120024 -1.619438 2.855975
H: -5.241193 -2.903662 2.304247
H: -4.124507 -4.706153 1.027512
H: -2.347340 -4.555797 1.085440
H: -3.224569 -4.085512 -0.343493
H: -2.821005 -1.346224 -1.605011
H: -2.598541 -0.139999 -0.346580
H: -1.282490 -2.771896 0.138203
H: -0.606406 0.106082 0.658025
H: -0.972280 -1.144681 1.841030
H: 1.315384 -1.306011 1.984897
H: 1.526478 -0.505194 0.396372
H: -0.809760 -1.977209 -2.318601
H: 0.318406 -0.883449 -1.586598
Cl: 5.390275 -1.293710 1.281097
C: 4.926444 0.211815 0.497221
Cl: 6.278305 1.348136 0.537858
Cl: 4.469531 -0.106530 -1.180459
Cl: 3.540534 0.916734 1.347744
Cl: 0.112409 1.604807 -1.494589
C: -0.761097 3.145921 -1.567028
Cl: -1.372415 3.389031 -3.202734
Cl: -2.106308 3.101630 -0.424167
Cl: 0.332018 4.463132 -1.137121
Cl: 9.652272 2.205149 -1.697154
C: 10.104985 3.184673 -0.299874
Cl: 11.414761 2.392128 0.578645
Cl: 10.635598 4.779242 -0.840967
Cl: 8.705487 3.361814 0.766329
Cl: -5.804682 4.534460 -1.495854
C: -5.059915 6.135650 -1.432834
Cl: -5.643255 7.001809 -0.008806
Cl: -3.306502 5.954146 -1.334979
Cl: -5.482627 7.040982 -2.889377

Force components x, y, z for each atom (eV/Å):
0.347 -0.200 0.058
-0.527 0.485 -0.167
0.741 0.054 -0.155
-1.657 0.313 -0.340
1.679 -0.350 0.481
0.238 -0.266 0.536
0.089 0.234 -0.563
-0.107 -0.790 0.103
-1.196 0.752 -0.654
0.125 -1.467 1.592
-0.134 0.590 -0.685
-0.218 0.324 -0.245
0.487 0.378 0.134
-0.348 0.423 -0.145
-0.014 -0.139 0.068
-0.235 0.145 0.025
-0.132 0.069 -0.056
-0.172 0.047 0.076
-0.025 -0.220 0.167
-0.059 0.058 -0.118
-0.093 0.000 -0.141
-0.141 0.210 -0.222
-0.033 -0.135 -0.005
0.102 0.262 0.103
-0.009 -0.020 0.129
0.619 -0.297 -0.009
0.534 -0.220 0.039
0.183 -0.536 -0.175
-0.198 -0.063 0.172
-0.001 0.040 -0.001
0.040 -0.095 -0.013
-0.118 -0.107 -0.053
-0.019 0.009 0.002
0.124 0.205 0.092
0.059 0.205 -0.086
-0.046 0.047 0.022
0.001 -0.019 0.022
0.124 -0.308 0.068
-0.012 -0.017 -0.009
-0.004 0.001 0.007
0.011 -0.028 -0.033
-0.009 0.005 -0.002
-0.006 -0.007 0.005
0.105 0.136 0.054
0.000 -0.007 0.002
-0.006 -0.006 -0.016
0.002 -0.003 -0.008
-0.096 0.317 -0.065
0.003 -0.010 0.012

Results
- E_tot (eV) = -233559.023
- structure (SMILES) = CN(C)C(=O)C[C@@H]1CCS(=O)(=O)OC1.ClC(Cl)(Cl)Cl.ClC(Cl)(Cl)Cl.ClC(Cl)(Cl)Cl.ClC(Cl)(Cl)Cl
- lowest unoccupied orbital energy (Eh) = -0.003
- orbital gap (eV) = 9.306
- total charge = 0

Record 3
Here is a 3-piece molecular cluster, C12H15F9O6 overall at a distorted geometry from the OMol25 dataset. Energies are from wB97M-V/def2-TZVPD.

Cartesian coordinates (Å):
C: 53.171599 -96.334069 -19.573471
C: 52.195071 -97.409407 -19.346248
O: 52.711141 -98.509070 -18.613698
C: 51.902776 -99.571205 -18.271002
O: 50.735806 -99.762831 -18.769388
C: 52.551532 -100.580538 -17.284369
F: 53.036969 -101.606883 -18.059253
F: 53.652427 -100.081670 -16.637298
F: 51.691682 -101.029180 -16.354686
H: 53.756446 -96.854792 -20.249073
H: 53.801771 -95.875268 -18.746859
H: 52.624497 -95.459438 -20.104195
H: 51.696013 -97.701129 -20.443178
H: 51.299703 -96.954671 -18.732251
C: 51.715315 -101.034233 -21.944165
C: 50.466566 -101.808098 -21.831548
O: 49.941517 -102.053377 -23.109562
C: 49.750974 -103.281536 -23.671191
O: 50.060939 -104.397306 -23.173398
C: 48.924829 -103.100372 -24.920351
F: 48.520336 -104.321851 -25.339520
F: 47.894434 -102.251241 -24.583715
F: 49.685012 -102.491792 -25.882149
H: 52.495549 -101.369344 -22.593824
H: 52.106139 -100.852050 -20.980598
H: 51.563668 -100.073094 -22.159792
H: 49.809016 -101.170180 -21.481869
H: 50.413386 -102.620085 -21.218708
C: 46.919595 -100.535536 -21.967125
C: 46.458725 -100.089352 -20.601735
O: 45.175449 -100.586344 -20.403810
C: 44.090629 -99.695159 -20.674694
O: 44.203709 -98.537645 -21.127606
C: 42.680350 -100.381737 -20.376007
F: 42.669189 -101.718179 -20.815137
F: 42.477277 -100.215657 -18.967175
F: 41.686277 -99.630852 -21.022719
H: 47.016343 -101.606280 -22.140705
H: 47.666142 -99.859240 -22.314440
H: 46.167606 -100.272001 -22.905457
H: 46.498838 -99.006480 -20.394304
H: 47.220341 -100.476736 -19.790063

Force components x, y, z for each atom (eV/Å):
-0.062 2.457 0.238
-5.596 0.714 -0.297
-0.365 -2.285 1.079
-4.290 1.419 -3.135
5.374 0.713 2.547
1.693 -0.311 0.096
-0.933 0.695 0.907
-1.472 -0.224 -0.633
0.692 0.319 -1.177
2.301 0.069 -1.694
-1.088 -1.025 -0.676
0.949 -1.575 0.772
1.420 0.278 2.972
1.342 -1.262 -1.049
1.499 -2.307 0.933
2.123 -0.504 -2.396
-0.767 -2.040 -2.784
1.661 -2.406 4.309
-1.017 4.350 -2.029
0.217 0.295 -0.383
-0.169 1.852 -0.010
0.631 -1.483 -1.178
-1.133 -0.734 0.622
0.352 -0.756 -0.306
0.820 -0.625 1.469
-1.296 3.842 -1.761
-3.477 3.181 2.165
0.558 -2.647 1.376
-2.538 1.317 -3.078
2.404 0.159 0.885
-4.260 1.261 0.649
2.197 1.761 -1.418
-0.537 -4.510 1.951
-0.148 0.893 0.242
-0.465 3.210 1.519
0.120 -1.154 -3.316
2.033 -2.220 1.472
0.731 0.153 0.519
1.594 -0.281 -0.036
0.941 -0.427 2.713
-0.201 -0.276 -0.741
-1.838 0.113 -1.338

Results
- E_tot (eV) = -49426.053
- structure (SMILES) = CCOC(=O)C(F)(F)F.CCOC(=O)C(F)(F)F.CCOC(=O)C(F)(F)F
- lowest unoccupied orbital energy (Eh) = -0.003
- orbital gap (eV) = 11.248
- total charge = 0

Record 4
Here is a 2-piece molecular cluster, C12H15IN2O7PS2 overall at a distorted geometry from the OMol25 dataset. Energies are from wB97M-V/def2-TZVPD.

Cartesian coordinates (Å):
C: -5.016427 -1.944010 -0.690831
S: -5.318232 -0.106905 -1.115235
O: -6.413003 0.467950 -0.182824
O: -5.726641 0.071180 -2.609601
C: -3.649679 0.748272 -0.801911
C: -2.455797 0.497475 -1.903331
C: -0.924241 1.145369 -1.762999
C: -0.645134 2.115758 -0.471555
C: 0.813834 2.844652 -0.252251
P: 2.339289 2.670569 -1.397509
O: 1.904680 2.381477 -3.058659
I: 3.481215 0.591055 -0.596089
N: 1.015079 3.725782 0.998752
C: -0.051735 3.998143 2.036146
N: 0.329477 4.930419 3.205017
C: -1.550276 3.328710 1.948594
C: -1.851835 2.361282 0.636346
C: -3.368832 1.699310 0.523388
H: -4.434535 -1.967939 0.350871
H: -4.250114 -2.350379 -1.485451
H: -6.015341 -2.554155 -0.660246
H: -2.714151 -0.196870 -2.839318
H: -0.162827 0.855783 -2.602770
H: 2.196926 1.416289 -3.224737
H: 1.964294 4.178611 1.150310
H: -0.425126 4.833724 3.946386
H: 1.222208 4.577529 3.618049
H: -2.399172 3.503528 2.763463
H: -4.222025 1.855966 1.335673
C: 3.656867 -4.804580 -0.470635
C: 4.946780 -3.993962 -0.564142
O: 4.867255 -3.042581 0.494787
S: 4.042139 -3.701324 1.738036
O: 4.998987 -4.215403 2.692653
O: 2.971293 -2.803154 2.102703
O: 3.406854 -4.963495 0.924870
H: 2.815080 -4.257563 -0.907342
H: 3.746451 -5.780365 -0.955498
H: 5.053264 -3.490292 -1.527858
H: 5.823155 -4.625860 -0.385251

Force components x, y, z for each atom (eV/Å):
1.631 -0.280 0.476
-5.303 1.817 -1.758
4.439 -1.932 -2.204
2.564 -1.010 4.973
4.423 2.506 1.677
1.847 1.900 2.131
-4.674 -0.292 2.133
0.109 0.206 0.222
-4.448 -0.752 2.740
0.545 0.886 -1.093
0.711 -2.322 2.748
-0.872 0.518 -0.266
-3.191 -1.647 -0.893
-1.906 -1.316 -0.059
-1.043 -3.264 -1.933
3.400 -0.698 -3.261
-0.253 0.810 0.970
2.019 -1.842 -3.804
-1.571 0.171 -2.187
-1.762 0.809 1.382
1.872 1.591 -0.180
0.686 1.792 2.285
-1.546 0.917 2.005
-0.738 2.018 0.019
-1.655 -0.733 -0.393
1.230 0.164 -1.328
-0.925 0.459 -0.406
2.291 -0.266 -1.947
2.130 -0.277 -1.988
-0.073 0.268 -0.610
0.279 -0.749 -0.255
-0.906 -0.008 0.563
0.249 -0.301 0.739
-1.590 0.845 -1.168
1.443 -0.909 -0.329
0.696 0.724 0.516
0.081 -0.048 -0.027
-0.021 0.102 0.317
-0.061 0.119 0.290
-0.105 0.026 -0.099

Results
- E_tot (eV) = -69038.587
- lowest unoccupied orbital energy (Eh) = -0.216
- orbital gap (eV) = 5.947
- total charge = +1

Record 5
Here is C12H15N as an isolated structure at a distorted geometry from the OMol25 dataset. Energies are from wB97M-V/def2-TZVPD.

Cartesian coordinates (Å):
C: -2.434288 -2.064711 -0.088581
C: -1.394715 0.264895 -0.161328
C: -0.697159 1.327180 -0.892472
C: 0.286360 2.091772 -0.188015
C: -0.555403 1.859102 1.222115
C: -0.695478 0.339712 1.089081
C: 0.721789 -0.074072 0.750148
C: 1.376384 -1.351011 0.877674
C: 2.712702 -1.473877 0.343870
C: 3.177195 -0.646778 -0.485918
C: 2.539353 0.623954 -0.631560
C: 1.301681 0.946471 -0.137831
H: -3.152060 -1.267806 0.680478
H: -3.342186 -2.572140 -1.201579
H: -1.713747 -2.772117 0.591720
H: -1.985828 -0.688567 -1.645153
H: -2.245957 0.998315 -0.247206
H: -0.104177 0.366195 -1.653851
H: -1.594439 1.958856 -1.415346
H: 0.264252 3.140584 -0.581586
H: -1.417191 2.496128 1.062522
H: 0.052216 2.200559 2.146708
H: -1.132627 -0.266317 1.982944
H: 0.923715 -2.454496 1.237431
H: 3.391608 -2.294881 0.657220
H: 4.110086 -0.962579 -1.073805
H: 3.100459 1.401881 -1.361068
N: -1.492534 -1.126242 -0.876608

Force components x, y, z for each atom (eV/Å):
-1.524 2.058 -0.857
-2.701 -0.764 -0.378
-1.204 -2.605 -9.609
-0.259 -0.535 2.585
3.257 1.763 1.144
0.380 -1.232 3.999
1.291 -2.130 -0.994
-0.847 -0.488 0.449
-2.967 -5.376 4.836
3.311 4.960 -4.557
1.642 2.443 -3.616
1.506 -0.870 3.222
1.854 -2.920 -2.214
2.890 0.943 3.988
-2.374 1.293 -2.011
-0.387 -1.203 -0.769
-1.543 -2.783 1.698
-1.453 3.630 0.428
2.828 -1.031 0.258
1.252 -1.055 0.613
-0.583 -0.294 0.582
-1.123 -0.536 -1.411
0.677 1.286 -1.406
0.862 3.671 -0.350
-1.115 -0.031 -0.401
-1.217 1.226 1.029
-1.455 -1.791 1.734
-0.999 2.371 2.007

Results
- E_tot (eV) = -14168.219
- lowest unoccupied orbital energy (Eh) = 0.027
- orbital gap (eV) = 9.291
- total charge = 0